The following is a DFT calculation (wB97M-V/def2-TZVPD) of C31H30HfN4O3PSe2Te2 as an isolated structure at a distorted geometry.

Computed properties:
Gap between HOMO and LUMO: 6.4551 eV
Charge: -1
Highest occupied orbital energy: -4.08 eV

```
74
Properties=species:S:1:pos:R:3:forces:R:3
Hf 0.31359 -0.31605 -0.17650 0.9652 0.1063 -0.5099
N 2.73877 -0.37115 0.27366 -0.1063 0.3897 0.0002
C 3.03369 -0.23941 1.69822 -0.0381 0.0246 -0.0191
C 1.87572 0.45741 2.41191 -0.0230 -0.0641 0.1423
O 2.04176 0.97741 3.50002 0.0342 0.0705 -0.0654
O 0.74619 0.41451 1.77133 -0.3152 -0.0327 0.1157
H 3.29645 -1.07694 -0.19471 -0.1590 -0.1112 0.0516
H 2.86297 0.51681 -0.20906 0.1284 -0.0796 -0.0521
H 3.95676 0.30147 1.91354 0.0099 0.0320 0.0040
H 3.11055 -1.23368 2.13865 0.0097 -0.0345 -0.0240
N -1.63382 2.13455 1.11651 -0.0404 0.2104 0.1838
C -2.94970 1.93845 1.46146 0.0919 -0.0919 -0.2077
C -3.88063 2.95418 1.49145 0.0635 0.0083 -0.0125
C -5.23185 2.69115 1.77886 -0.0465 0.0279 0.0032
C -5.66785 1.42538 2.04579 -0.0740 0.0151 0.0205
C -4.74376 0.35337 2.01838 0.0533 0.0204 -0.0243
C -5.11777 -0.98466 2.27580 0.0162 -0.0162 0.0044
C -4.17573 -1.96701 2.21975 -0.0425 -0.0298 0.0210
C -2.84698 -1.62292 1.89308 0.1191 -0.0208 -0.0343
N -2.45967 -0.39811 1.64261 0.0381 0.0126 0.0410
C -3.38570 0.59507 1.71478 -0.0516 0.0526 0.0199
H -1.32465 3.09468 1.07523 -0.0501 0.0117 0.0137
H -0.95835 1.54491 1.58363 0.1083 -0.1016 0.1346
H -3.55805 3.97142 1.29670 0.0031 -0.0277 -0.0006
H -5.93198 3.51845 1.79585 0.0083 -0.0147 -0.0006
H -6.70759 1.22433 2.27748 0.0317 0.0045 -0.0068
H -6.15138 -1.20854 2.51565 0.0023 0.0053 -0.0065
H -4.42479 -3.00236 2.41196 0.0057 0.0055 -0.0001
H -2.07810 -2.38599 1.82460 0.0231 -0.0184 -0.0103
Se 1.46162 -1.07564 -2.60114 0.0729 -0.2814 -0.1011
Te 2.38417 -3.39100 -2.20068 0.0488 0.0832 -0.0268
Te 0.51901 -4.42368 -0.54788 -0.0270 0.0997 0.0098
Se 0.68227 -2.65983 1.22622 -0.0295 -0.5096 0.2806
N 0.95301 1.54244 -0.92376 -0.2281 -0.3486 0.1786
P 1.16109 3.02356 -1.22007 -0.0238 0.0609 -0.0217
C 2.82704 3.43550 -1.83836 -0.0561 -0.0218 -0.0544
C 3.52223 2.42836 -2.50427 -0.0454 -0.0133 -0.0439
C 4.79938 2.66929 -2.99163 -0.0003 0.0029 0.0014
C 5.38839 3.91416 -2.81355 -0.0070 -0.0016 0.0120
C 4.69922 4.92126 -2.15014 0.0112 0.0016 -0.0098
C 3.42124 4.68202 -1.66460 0.0000 0.0151 0.0387
C 0.96184 4.10531 0.24315 -0.0381 -0.0467 0.0032
C 1.58181 3.66984 1.41445 -0.0623 -0.0242 0.0164
C 1.33355 4.29583 2.62405 0.0054 0.0324 0.0350
C 0.46917 5.38376 2.67322 0.0088 -0.0097 -0.0183
C -0.13324 5.84386 1.51036 0.0097 0.0110 0.0079
C 0.10973 5.20596 0.29836 0.0141 -0.0016 -0.0405
C 0.00697 3.72941 -2.44234 -0.0313 -0.0906 -0.0209
C 0.37302 4.59874 -3.46295 -0.0080 0.0848 0.0395
C -0.57475 5.04314 -4.37745 -0.0009 0.0192 -0.0046
C -1.89156 4.62019 -4.27409 0.0012 -0.0139 0.0181
C -2.26052 3.73876 -3.26389 0.0019 0.0364 -0.0336
C -1.31523 3.28838 -2.35678 0.0144 -0.1085 0.0217
H 3.04839 1.45925 -2.63709 0.0361 -0.0109 0.0390
H 5.33483 1.88134 -3.50710 -0.0092 0.0099 0.0079
H 6.38872 4.09880 -3.18575 -0.0037 0.0017 -0.0041
H 5.16097 5.89027 -2.00370 -0.0058 -0.0093 -0.0030
H 2.88865 5.46420 -1.13463 0.0081 -0.0051 0.0026
H 2.22378 2.79837 1.39121 -0.0107 0.0281 -0.0252
H 1.78874 3.90601 3.52566 -0.0069 -0.0070 -0.0162
H 0.25599 5.86363 3.62059 0.0042 0.0005 -0.0093
H -0.80813 6.69094 1.54564 0.0089 -0.0079 0.0024
H -0.38507 5.55541 -0.60076 0.0006 -0.0278 0.0042
H 1.40144 4.92684 -3.55346 0.0051 -0.0066 -0.0065
H -0.27939 5.71318 -5.17604 -0.0086 -0.0054 0.0114
H -2.62888 4.96348 -4.98963 0.0060 -0.0009 -0.0008
H -3.28227 3.38618 -3.19446 0.0106 0.0041 0.0058
H -1.58366 2.55665 -1.59945 0.0193 0.0448 -0.0081
C -2.48857 -2.12898 -1.86639 0.0501 -0.1111 0.0215
C -1.40856 -1.34575 -1.20052 0.0619 0.1640 0.1989
O -1.54474 -0.09605 -1.20964 -0.5728 0.6273 -0.2801
H -2.72386 -1.68415 -2.83547 0.0065 0.0200 -0.0207
H -3.38001 -2.04195 -1.23556 0.0075 -0.0177 0.0215
H -2.22016 -3.17618 -1.97357 -0.0032 -0.0208 -0.0098
```
Forces are in eV/Å.

And the Löwdin charges, in e, turn out to be:
1 Hf 1.065
2 N -0.123
3 C -0.192
4 C -0.660
5 O 0.041
6 O -0.263
7 H 0.032
8 H 0.039
9 H 0.118
10 H 0.091
11 N 0.144
12 C -0.239
13 C -0.037
14 C -0.102
15 C -0.071
16 C -0.165
17 C -0.026
18 C -0.052
19 C -0.145
20 N 0.125
21 C -0.151
22 H 0.074
23 H 0.049
24 H 0.104
25 H 0.097
26 H 0.100
27 H 0.111
28 H 0.101
29 H 0.040
30 Se -0.149
31 Te 0.057
32 Te 0.092
33 Se -0.117
34 N -0.376
35 P 0.735
36 C -0.284
37 C -0.078
38 C -0.078
39 C -0.097
40 C -0.093
41 C -0.092
42 C -0.292
43 C -0.078
44 C -0.063
45 C -0.088
46 C -0.097
47 C -0.097
48 C -0.277
49 C -0.077
50 C -0.094
51 C -0.098
52 C -0.077
53 C -0.076
54 H 0.049
55 H 0.103
56 H 0.096
57 H 0.097
58 H 0.105
59 H 0.097
60 H 0.107
61 H 0.098
62 H 0.097
63 H 0.101
64 H 0.097
65 H 0.097
66 H 0.096
67 H 0.103
68 H 0.084
69 C -0.077
70 C -0.519
71 O -0.234
72 H 0.082
73 H 0.078
74 H 0.032

=====

The following is a DFT calculation (wB97M-V/def2-TZVPD) of C31H30N4O2RuSSi2 as an isolated structure.

Computed properties:
Multiplicity: 2
Gap between HOMO and LUMO (alpha / beta): 6.0792 / 6.0412 eV
Charge: -1
Highest occupied orbital energy (alpha / beta): -4.04 / -4.87 eV

```
71
Properties=species:S:1:pos:R:3:forces:R:3
Ru -0.28475 0.60669 -0.44796 -0.0436 -0.1028 -0.0512
O -4.57839 -3.79687 -3.54759 0.0043 0.0145 -0.0127
C -4.76350 -2.56891 -3.48393 -0.0261 -0.0129 0.0340
O -5.69463 -1.85592 -3.90050 0.0157 -0.0057 -0.0104
C -3.64137 -1.78825 -2.75001 0.0065 -0.0027 -0.0165
C -2.54052 -2.44908 -2.22712 -0.0096 -0.0009 -0.0103
C -1.55654 -1.72452 -1.57337 0.0199 -0.0277 0.0050
N -1.66761 -0.39671 -1.43396 0.0191 0.0116 0.0543
C -2.71789 0.26949 -1.94501 -0.0123 0.0143 -0.0047
C -3.72315 -0.40785 -2.60908 -0.0058 0.0086 0.0039
C -2.65507 1.72180 -1.70354 -0.0184 -0.0208 -0.0088
C -3.62378 2.60326 -2.16309 -0.0001 0.0147 0.0022
C -3.49459 3.95355 -1.89950 -0.0148 -0.0125 -0.0063
C -2.39433 4.39462 -1.17807 0.0020 0.0122 -0.0030
C -1.46605 3.47033 -0.74526 -0.0048 -0.0190 0.0003
N -1.58175 2.15817 -0.99372 0.0123 0.0639 0.0279
C -0.32095 -2.25425 -0.98151 -0.0260 0.0051 -0.0106
C 0.04730 -3.58881 -1.08693 0.0234 -0.0119 0.0144
C 1.25535 -4.00254 -0.56272 -0.0215 -0.0214 -0.0203
C 2.07396 -3.06444 0.04618 0.0081 0.0073 0.0149
C 1.63834 -1.75804 0.12897 0.0017 0.0325 0.0095
N 0.45916 -1.34905 -0.34568 0.0282 -0.0153 0.0064
H -2.49994 -3.52218 -2.35529 0.0003 -0.0019 0.0020
H -4.59182 0.07907 -3.03149 0.0029 0.0001 -0.0024
H -4.46576 2.22297 -2.72284 0.0008 -0.0003 -0.0005
H -4.24248 4.65181 -2.25190 0.0023 -0.0011 -0.0020
H -2.25095 5.44126 -0.94892 0.0008 -0.0023 0.0039
H -0.59614 3.75741 -0.16939 0.0051 0.0021 0.0015
H -0.60766 -4.28211 -1.59410 -0.0031 0.0006 0.0003
H 1.55966 -5.03825 -0.64059 -0.0021 0.0018 0.0035
H 3.03610 -3.33013 0.46113 0.0008 0.0065 -0.0005
H 2.24247 -0.99676 0.59410 0.0064 -0.0035 -0.0122
C -1.55888 1.50252 2.85447 -0.0137 0.0053 -0.0262
Si -0.79587 0.08422 1.86366 -0.0351 -0.0002 -0.0034
C -2.19699 -1.20372 1.82932 -0.0070 0.0118 -0.0251
C 0.60659 -0.70025 2.89122 0.0095 0.0550 0.0073
C 0.32151 -1.89273 3.56532 0.0057 -0.0307 0.0122
C 1.26352 -2.54278 4.35185 0.0034 0.0108 -0.0148
C 2.53337 -2.00515 4.48502 -0.0139 0.0098 -0.0144
C 2.83995 -0.82913 3.81511 0.0075 -0.0173 0.0214
C 1.90539 -0.16500 3.01591 0.0137 0.0004 -0.0152
Si 2.52392 1.39281 2.13438 0.0476 -0.0131 0.0192
C 2.95794 2.65072 3.46156 -0.0152 -0.0219 0.0308
C 4.13111 0.94770 1.24772 -0.0252 -0.0101 -0.0067
H -1.98844 1.11896 3.78533 0.0077 -0.0060 0.0000
H -2.36761 1.95562 2.27268 -0.0004 0.0144 0.0198
H -0.83228 2.28017 3.08414 0.0070 -0.0149 -0.0030
H -2.58544 -1.41456 2.83080 0.0012 0.0071 -0.0001
H -1.90897 -2.15321 1.37138 0.0153 0.0107 -0.0032
H -3.02298 -0.79541 1.23920 -0.0061 -0.0185 0.0080
H -0.66054 -2.33939 3.47078 -0.0039 0.0028 0.0056
H 1.00424 -3.46768 4.85375 -0.0018 0.0024 0.0036
H 3.27911 -2.49835 5.09748 0.0036 0.0012 -0.0028
H 3.84213 -0.42149 3.91638 -0.0044 -0.0028 -0.0021
H 3.71218 2.25796 4.14927 -0.0007 0.0049 -0.0047
H 2.06718 2.90388 4.03987 0.0099 0.0104 0.0024
H 3.34607 3.56695 3.01172 -0.0045 0.0005 -0.0100
H 4.81933 0.37203 1.87248 -0.0038 0.0074 0.0015
H 4.63686 1.86617 0.93911 -0.0152 0.0101 0.0153
H 3.92936 0.37923 0.33741 0.0085 -0.0155 -0.0027
S 1.11221 2.19632 0.83954 0.0331 0.0093 -0.0478
C 1.05992 0.69224 -2.05671 0.0189 0.0305 -0.0096
C 1.71129 1.88585 -2.41263 -0.0003 0.0048 0.0122
C 2.47499 1.94594 -3.56282 -0.0005 -0.0125 -0.0146
C 2.59640 0.81033 -4.35494 -0.0048 0.0118 0.0174
C 1.93087 -0.32878 -3.94122 -0.0023 -0.0008 0.0089
N 1.18833 -0.39129 -2.83525 -0.0052 0.0079 0.0042
H 1.62069 2.75162 -1.77054 0.0004 0.0006 0.0050
H 2.97502 2.86762 -3.84052 0.0006 0.0006 0.0015
H 3.18537 0.80668 -5.26300 -0.0011 0.0004 -0.0002
H 1.99039 -1.24237 -4.52658 -0.0007 0.0001 -0.0013
```
Forces are in eV/Å.

And the Löwdin charges, in e, turn out to be:
1 Ru 0.814
2 O -0.045
3 C -0.695
4 O -0.048
5 C -0.081
6 C 0.071
7 C -0.190
8 N -0.013
9 C -0.177
10 C 0.064
11 C -0.175
12 C -0.002
13 C -0.061
14 C -0.058
15 C -0.132
16 N -0.017
17 C -0.208
18 C 0.003
19 C -0.056
20 C -0.037
21 C -0.110
22 N -0.049
23 H 0.116
24 H 0.114
25 H 0.113
26 H 0.106
27 H 0.104
28 H 0.041
29 H 0.113
30 H 0.105
31 H 0.108
32 H 0.079
33 C -0.236
34 Si 0.481
35 C -0.228
36 C -0.284
37 C -0.104
38 C -0.096
39 C -0.100
40 C -0.115
41 C -0.297
42 Si 0.122
43 C -0.216
44 C -0.208
45 H 0.023
46 H 0.017
47 H -0.003
48 H 0.024
49 H 0.020
50 H 0.023
51 H 0.080
52 H 0.095
53 H 0.094
54 H 0.090
55 H 0.023
56 H 0.023
57 H 0.022
58 H 0.020
59 H 0.026
60 H 0.015
61 S 0.351
62 C -0.291
63 C -0.137
64 C -0.104
65 C -0.104
66 C -0.173
67 N 0.038
68 H 0.038
69 H 0.095
70 H 0.088
71 H 0.095

=====

Question: What is the charge in the first record?
Answer: -1